[1]
{
  "formula": "C4H9NO2",
  "method": "wB97M-V/def2-TZVPD",
  "e_tot_ev": -9874.5393,
  "de_lowest_ev": 5.521,
  "elements": ["C", "O", "C", "C", "N", "O", "C", "H", "H", "H", "H", "H", "H", "H", "H", "H"],
  "positions_angstrom": [[-0.18010, 0.09478, 2.10948], [0.02538, 1.13189, 1.17607], [0.83076, 0.74312, 0.09879], [0.13640, -0.35659, -0.80414], [1.04155, -0.67086, -1.88567], [1.92544, -1.40780, -1.48700], [-1.18037, 0.25878, -1.38737], [-0.71432, 0.53131, 2.95401], [-0.78346, -0.72037, 1.68648], [0.77611, -0.32180, 2.46140], [1.78933, 0.33040, 0.43951], [1.04382, 1.67885, -0.45240], [0.40762, -1.63371, -0.37111], [-1.00549, 1.15861, -2.02243], [-1.85136, 0.58422, -0.58554], [-1.69124, -0.47272, -2.01382]],
  "forces_ev_per_a": [[-0.085, -0.159, 0.227], [0.018, -0.100, -0.106], [0.165, -0.450, -0.193], [0.292, -1.649, 0.479], [1.860, 0.011, -0.077], [-0.269, 0.512, -1.241], [0.149, -0.660, 0.337], [0.057, -0.059, -0.064], [0.095, 0.118, 0.068], [-0.138, 0.073, -0.073], [-0.053, 0.010, 0.074], [-0.241, -0.631, -0.115], [-2.343, 3.882, 0.161], [0.413, -0.693, 0.526], [0.166, -0.225, -0.080], [-0.086, 0.020, 0.077]],
  "lowdin_charge": [-0.109, -0.190, -0.213, -0.346, -0.045, -0.039, -0.052, 0.091, 0.083, 0.095, 0.114, 0.140, 0.237, 0.093, 0.073, 0.067]
}


[2]
{
  "formula": "C4H9NO2",
  "method": "wB97M-V/def2-TZVPD",
  "e_tot_ev": -9877.8613,
  "de_lowest_ev": 2.199,
  "elements": ["C", "N", "C", "C", "C", "O", "O", "H", "H", "H", "H", "H", "H", "H", "H", "H"],
  "positions_angstrom": [[1.68049, 0.37843, -0.40548], [0.76485, 0.96453, 0.62612], [-0.61232, 0.31388, 0.30522], [-1.42985, 0.36523, -1.11040], [-0.49078, -1.18061, 0.81774], [-0.42295, -2.21086, 0.09445], [-0.31993, -1.29069, 2.16815], [2.55919, 1.03762, -0.61339], [2.05401, -0.60150, -0.11258], [1.28454, 0.27236, -1.42787], [0.67346, 1.97371, 0.47381], [-1.33605, 0.69648, 0.96263], [-1.51266, 1.45424, -1.39357], [-2.37265, -0.05422, -0.80238], [-0.69105, -0.00537, -1.85467], [0.17169, -2.11322, 2.27222]],
  "forces_ev_per_a": [[1.078, 1.250, -0.454], [-1.703, -1.485, -2.447], [0.249, -1.159, 0.127], [3.879, 2.049, 1.409], [0.966, -2.317, -2.149], [-0.341, 3.546, 2.113], [-0.005, 0.707, -1.168], [-0.493, -0.410, 0.748], [-0.104, 0.062, 0.238], [-0.449, -0.050, 0.405], [-0.023, -0.467, -0.057], [-0.644, 1.010, 1.363], [-0.343, -0.978, 0.527], [-0.234, -0.593, -0.999], [-1.593, -0.761, 0.112], [-0.241, -0.404, 0.232]],
  "lowdin_charge": [-0.133, -0.042, -0.264, -0.028, -0.425, 0.045, 0.089, 0.085, 0.075, 0.064, 0.098, 0.099, 0.083, 0.072, 0.063, 0.118]
}


[3]
{
  "formula": "C4H9NO2",
  "method": "wB97M-V/def2-TZVPD",
  "e_tot_ev": -9877.6765,
  "de_lowest_ev": 2.384,
  "elements": ["C", "N", "C", "C", "O", "C", "O", "H", "H", "H", "H", "H", "H", "H", "H", "H"],
  "positions_angstrom": [[-0.13173, -1.37769, -1.39269], [0.87107, -0.81367, -0.54373], [0.60527, 0.37023, 0.15362], [0.03748, 1.51662, -0.67385], [-0.41755, 1.43433, -1.77934], [-0.45532, 0.14028, 1.25233], [-0.00538, 0.85887, 2.41958], [-1.11912, -1.37536, -0.90060], [-0.30671, -0.86904, -2.34225], [0.10235, -2.41557, -1.60410], [1.83180, -0.92081, -0.83284], [1.46525, 0.77593, 0.69619], [0.01737, 2.48342, -0.12876], [-0.58536, -0.91128, 1.49775], [-1.43130, 0.56127, 0.98382], [-0.47812, 0.54247, 3.19488]],
  "forces_ev_per_a": [[-0.909, -0.324, -0.510], [1.229, -0.911, 0.009], [-1.072, 0.897, 0.397], [0.196, 0.363, 0.351], [0.058, 0.018, -0.300], [-0.187, 0.873, 1.092], [0.098, -0.154, -0.146], [0.377, -0.015, 0.105], [0.225, 0.061, -0.034], [0.093, -0.214, 0.038], [-0.292, 0.033, -0.255], [0.142, -0.351, -0.203], [-0.068, 0.072, 0.043], [0.223, -0.180, -0.316], [-0.039, -0.197, -0.194], [-0.075, 0.028, -0.078]],
  "lowdin_charge": [-0.127, -0.085, -0.325, -0.220, 0.064, -0.198, -0.077, 0.091, 0.069, 0.077, 0.122, 0.154, 0.131, 0.123, 0.119, 0.082]
}


[4]
{
  "formula": "C4H9NO2",
  "method": "wB97M-V/def2-TZVPD",
  "e_tot_ev": -9878.0461,
  "de_lowest_ev": 2.015,
  "elements": ["C", "N", "C", "O", "C", "C", "O", "H", "H", "H", "H", "H", "H", "H", "H", "H"],
  "positions_angstrom": [[2.14766, -0.48582, -0.90580], [0.90879, 0.21530, -0.64424], [0.79174, 0.83139, 0.45435], [-0.33125, 1.39407, 0.90621], [-1.58363, 0.92456, 0.36426], [-1.61474, -0.60622, 0.25413], [-1.43790, -1.05639, -1.06049], [1.96776, -1.56431, -0.82057], [2.47169, -0.28995, -1.93080], [2.95879, -0.21545, -0.21513], [1.59471, 0.93617, 1.19196], [-2.32564, 1.31321, 1.06774], [-1.76644, 1.36101, -0.62448], [-0.83664, -0.98807, 0.93592], [-2.56394, -1.00708, 0.61703], [-0.59312, -0.64112, -1.32700]],
  "forces_ev_per_a": [[0.201, -0.064, -0.057], [-0.118, 0.230, 0.466], [0.216, -0.146, -0.212], [0.080, -0.048, 0.062], [-0.147, -0.059, -0.083], [-0.164, 0.090, 0.370], [0.028, -0.075, -0.118], [0.060, 0.158, -0.036], [-0.005, 0.008, 0.126], [-0.092, -0.004, -0.069], [0.041, 0.133, -0.180], [0.132, -0.112, -0.126], [0.097, -0.030, 0.138], [-0.168, -0.078, -0.095], [-0.024, 0.144, -0.128], [-0.136, -0.148, -0.056]],
  "lowdin_charge": [-0.112, -0.017, -0.256, -0.054, -0.132, -0.263, -0.088, 0.085, 0.077, 0.076, 0.147, 0.123, 0.130, 0.119, 0.120, 0.046]
}


- What is the formula in the first record?
  C4H9NO2